No. 1
Formula: C26H32NO2
Source: OMol25
Level of theory: ωB97M-V/def2-TZVPD

Results
energy relative to the best compared isomer or geometry (same formula, charge and spin)	41.8	kJ/mol
HOMO energy	-10.90	eV
frontier orbital gap	6.06	eV
electronic energy	-33058.1199	eV

The geometry in ORCA input format:
```
! RIJCOSX wB97M-V def2-TZVPD def2/J DEFGRID3
* xyz 1 1
C -4.152 2.199 2.228
C -2.748 1.845 1.790
N -2.557 1.501 0.367
C -2.960 0.147 -0.009
C -4.398 -0.135 -0.434
C -2.820 2.519 -0.634
C -2.953 3.955 -0.153
H -4.168 2.309 3.316
H -4.484 3.147 1.791
H -4.862 1.411 1.962
H -2.057 2.674 1.997
H -2.371 0.979 2.353
H -2.297 -0.128 -0.839
H -2.680 -0.503 0.837
H -4.426 -1.150 -0.848
H -5.085 -0.101 0.419
H -4.740 0.549 -1.219
H -1.979 2.446 -1.345
H -3.701 2.243 -1.237
H -2.564 4.611 -0.938
H -4.005 4.230 -0.007
H -2.402 4.149 0.772
C -1.393 -1.592 -6.060
O -1.068 -0.237 -5.676
C -0.682 -0.017 -4.393
C -0.365 1.318 -4.029
C -0.064 1.629 -2.727
C -0.084 0.635 -1.702
C 0.062 1.017 -0.326
C 0.878 0.330 0.605
C 1.011 0.815 1.945
C 1.754 0.124 2.876
C 2.480 -1.020 2.491
O 3.265 -1.576 3.481
C 4.459 -2.259 3.199
C 5.600 -1.745 3.823
C 6.844 -2.287 3.512
C 6.933 -3.381 2.643
C 5.772 -3.962 2.121
C 4.515 -3.411 2.408
C 2.400 -1.509 1.183
C 1.649 -0.815 0.248
C -0.315 -0.711 -2.108
C -0.639 -1.035 -3.413
H -1.638 -1.517 -7.118
H -0.535 -2.263 -5.912
H -2.256 -1.959 -5.486
H -0.408 2.078 -4.807
H 0.202 2.654 -2.460
H -0.290 2.002 -0.016
H 0.513 1.748 2.223
H 1.825 0.450 3.911
H 5.482 -0.905 4.506
H 7.737 -1.846 3.960
H 7.913 -3.783 2.378
H 5.830 -4.844 1.478
H 3.604 -3.859 2.006
H 2.914 -2.420 0.890
H 1.668 -1.164 -0.784
H -0.284 -1.511 -1.368
H -0.883 -2.067 -3.672
*
```



No. 2
Formula: C2H9N2O3
Source: OMol25
Level of theory: ωB97M-V/def2-TZVPD

Results
energy relative to the best compared isomer or geometry (same formula, charge and spin)	95.3	kJ/mol
HOMO energy	-13.84	eV
frontier orbital gap	10.31	eV
electronic energy	-11335.2571	eV
SMILES string	NC(O)(O)[C@H]([NH3+])O

The geometry in ORCA input format:
```
! RIJCOSX wB97M-V def2-TZVPD def2/J DEFGRID3
* xyz 1 1
N -0.615 -1.761 0.413
C -0.515 -0.470 -0.209
O -1.663 0.328 -0.282
O -0.056 -0.614 -1.476
C 0.431 0.403 0.646
N 0.667 1.629 -0.183
O 1.662 -0.326 0.671
H -1.052 -1.832 1.346
H -0.742 -2.493 -0.224
H -2.420 0.022 -0.892
H -0.165 -1.609 -1.813
H 0.150 0.697 1.634
H -0.220 1.788 -0.610
H 0.914 2.425 0.424
H 1.422 1.722 -0.868
H 2.202 0.091 1.425
*
```